Record 1
C13H9Cl3O4 in the gas phase in a non-equilibrium geometry, computed with ωB97M-V with the def2-TZVPD basis set.

multiplicity: 1
charge: 0
relative energy (zero: lowest compared OMol25 entry of this formula, charge and spin): 0.8335 eV
HOMO energy: -9.02 eV
SMILES string: COC(=O)[C@@H](Cl)[C@]1(Cl)OC(c2ccccc2)=C(Cl)C1=O

Positions of all 29 atoms, in Å:
C1 -0.1969 -3.1775 0.4084
O1 0.3772 -2.3429 -0.5969
C2 1.5720 -2.5258 -1.0430
O2 2.3298 -3.3914 -0.7262
C3 2.1610 -1.4212 -2.0245
Cl1 2.4534 -2.1997 -3.6411
C4 1.3010 -0.1578 -2.0659
Cl2 2.1146 1.1200 -3.0438
O3 1.1916 0.4952 -0.7519
C5 -0.1417 0.9167 -0.6436
C6 -0.6263 1.6003 0.5995
C7 0.2948 1.5134 1.7490
C8 0.0405 2.0280 3.0239
C9 -1.2315 2.5589 3.1906
C10 -2.1724 2.6183 2.0722
C11 -1.8576 2.2219 0.8237
C12 -1.0329 0.4616 -1.6464
Cl3 -2.7986 0.5270 -1.7533
C13 -0.1858 -0.2449 -2.6542
O4 -0.4084 -0.6692 -3.7749
H1 -1.0115 -2.7239 0.9009
H2 -0.5509 -4.1346 0.0453
H3 0.4920 -3.2882 1.2226
H4 3.1468 -1.2234 -1.5430
H5 1.2246 1.0570 1.5492
H6 0.8329 1.8431 3.7640
H7 -1.4739 3.0696 4.1123
H8 -3.1653 3.1152 2.3114
H9 -2.6783 2.3542 0.1356

=====

Record 2
20 unconnected molecules or ions with the total composition C28H72BrN22O41 in a non-equilibrium geometry, computed with ωB97M-V with the def2-TZVPD basis set.

multiplicity: 1
charge: +1
HOMO energy: -11.86 eV

Positions of all 164 atoms, in Å:
C1 -5.6921 -2.8374 1.0397
C2 -5.3243 -1.3972 0.9277
O1 -6.1350 -0.5123 0.8796
O2 -3.9679 -1.1077 0.9239
C3 -3.5298 -0.4651 -0.2546
C4 -3.3231 -1.4455 -1.4113
C5 -3.7356 -0.7462 -2.6961
C6 -3.3260 -1.5166 -3.9253
N1 -1.9664 -2.0747 -3.8409
C7 -1.6310 -2.5755 -2.5971
N2 -1.0129 -3.7625 -2.6018
N3 -1.8960 -1.8925 -1.4650
C8 -1.5258 -2.5902 -0.2342
C9 -0.0425 -2.5524 -0.0121
O3 0.7719 -2.3390 -0.8647
Br1 0.5189 -2.8641 1.8186
H1 -5.0793 -3.3481 1.7712
H2 -5.5910 -3.3282 0.0787
H3 -6.7288 -2.8978 1.3293
H4 -2.5728 0.0091 -0.0720
H5 -4.2090 0.3257 -0.5548
H6 -3.9575 -2.3114 -1.2464
H7 -3.1892 0.1949 -2.7145
H8 -4.7851 -0.4946 -2.6578
H9 -3.3293 -0.8198 -4.7543
H10 -4.0390 -2.2800 -4.2092
H11 -1.2578 -1.4028 -4.1134
H12 -1.4410 -4.5146 -3.1206
H13 -0.1067 -3.9273 -2.2017
H14 -1.8566 -3.6216 -0.2027
H15 -1.9676 -2.1145 0.6322
C10 -3.2279 1.4717 2.6205
N4 -3.3655 2.7152 3.4134
O4 -4.4930 3.0991 3.6404
O5 -2.3497 3.2736 3.7634
H16 -4.2222 1.1115 2.3846
H17 -2.6796 1.7278 1.7180
H18 -2.6792 0.7507 3.2138
C11 -0.2698 5.9250 3.8493
N5 -0.1071 6.3558 2.4345
O6 -0.8676 5.9156 1.6089
O7 0.7952 7.1416 2.1976
H19 -1.1070 5.2410 3.9125
H20 0.6561 5.4412 4.1475
H21 -0.4491 6.8178 4.4406
C12 -3.0200 -4.6022 -6.9513
N6 -4.1537 -4.4836 -5.9922
O8 -4.1622 -5.2203 -5.0289
O9 -4.9935 -3.6462 -6.2402
H22 -2.3572 -5.3843 -6.6025
H23 -3.4397 -4.8472 -7.9219
H24 -2.5167 -3.6407 -6.9792
C13 -5.7311 4.5478 1.0908
N7 -5.7884 3.5354 -0.0011
O10 -6.8646 3.2589 -0.4770
O11 -4.7305 3.0361 -0.3474
H25 -6.7333 4.8944 1.2995
H26 -5.2993 4.0498 1.9524
H27 -5.0982 5.3613 0.7526
C14 3.3806 8.7987 3.0964
N8 4.5419 7.8839 2.9543
O12 5.4504 8.2302 2.2314
O13 4.4998 6.8367 3.5635
H28 3.5646 9.6802 2.4946
H29 2.5047 8.2605 2.7488
H30 3.2888 9.0561 4.1471
C15 0.4389 -0.0228 5.9996
N9 -0.7389 -0.2116 5.1155
O14 -1.6316 -0.9500 5.4722
O15 -0.7297 0.3956 4.0612
H31 0.3029 -0.6228 6.8915
H32 1.3105 -0.3394 5.4397
H33 0.4999 1.0281 6.2457
C16 -7.0867 -0.7520 -6.5225
N10 -6.7025 -0.3094 -7.8898
O16 -5.7087 0.3796 -7.9969
O17 -7.4080 -0.6732 -8.8000
H34 -6.3639 -0.3509 -5.8227
H35 -8.0816 -0.3709 -6.3151
H36 -7.0774 -1.8376 -6.5168
C17 4.4035 2.4513 4.1425
N11 3.3376 1.5850 4.7101
O18 2.5428 2.0863 5.4760
O19 3.3298 0.4219 4.3595
H37 4.2855 3.4524 4.5376
H38 5.3588 2.0243 4.4329
H39 4.2839 2.4466 3.0642
C18 2.6484 5.2338 -0.4082
N12 2.7144 4.4125 0.8306
O20 3.6374 4.6063 1.5901
O21 1.8280 3.6012 1.0037
H40 3.4976 5.9061 -0.4177
H41 2.6757 4.5515 -1.2518
H42 1.7108 5.7821 -0.3813
C19 0.4827 -5.3332 4.8163
N13 -0.0408 -6.7015 4.5329
O22 0.2792 -7.6004 5.2637
O23 -0.7653 -6.8147 3.5592
H43 1.1117 -5.3697 5.6976
H44 1.0496 -5.0293 3.9406
H45 -0.3719 -4.6827 4.9742
C20 3.8003 -2.2231 0.7011
N14 4.9481 -3.1576 0.8549
O24 6.0189 -2.8340 0.3868
O25 4.7265 -4.1927 1.4403
H46 4.1344 -1.3444 0.1623
H47 3.0302 -2.7486 0.1514
H48 3.4600 -1.9642 1.6975
C21 8.9340 -2.3719 -1.6036
N15 8.7758 -1.5949 -2.8631
O26 8.8907 -2.1902 -3.9164
O27 8.5383 -0.4138 -2.7583
H49 9.1426 -3.4033 -1.8592
H50 9.7571 -1.9314 -1.0500
H51 8.0029 -2.2871 -1.0517
C22 -7.7141 8.3187 2.4197
N16 -6.6134 7.3264 2.5656
O28 -5.5859 7.5273 1.9500
O29 -6.8198 6.3770 3.2893
H52 -7.3854 9.0989 1.7476
H53 -8.5689 7.7923 2.0237
H54 -7.9215 8.7110 3.4115
C23 -11.8913 10.0984 1.0409
N17 -10.8158 9.0808 1.1929
O30 -9.7658 9.2686 0.6115
O31 -11.0600 8.1221 1.8908
H55 -11.5275 10.8865 0.3936
H56 -12.7510 9.5974 0.6078
H57 -12.1232 10.4765 2.0316
C24 9.1284 -4.6726 -5.8076
N18 8.5425 -6.0204 -6.0400
O32 8.8225 -6.9030 -5.2548
O33 7.8135 -6.1484 -6.9974
H58 9.7475 -4.7150 -4.9213
H59 9.7148 -4.4127 -6.6839
H60 8.3042 -3.9810 -5.6739
C25 -1.2011 -8.2562 0.6812
N19 -1.4077 -7.3822 -0.5003
O34 -1.2929 -7.8485 -1.6072
O35 -1.6813 -6.2164 -0.2741
H61 -0.9637 -9.2556 0.3391
H62 -0.3849 -7.8294 1.2549
H63 -2.1202 -8.2442 1.2580
C26 2.7242 3.4730 9.3080
N20 2.1192 2.1207 9.1666
O36 2.6308 1.2043 9.7678
O37 1.1469 2.0310 8.4478
H64 3.5765 3.3991 9.9719
H65 3.0225 3.7980 8.3160
H66 1.9620 4.1285 9.7168
C27 7.5666 -9.9759 -5.1717
N21 7.1818 -10.6865 -3.9209
O38 7.8440 -10.4837 -2.9272
O39 6.2205 -11.4232 -3.9822
H67 8.4299 -9.3571 -4.9695
H68 7.7902 -10.7309 -5.9190
H69 6.7190 -9.3707 -5.4755
C28 10.1563 0.3897 -6.3647
N22 10.2352 -0.5065 -7.5501
O40 9.2051 -0.7609 -8.1358
O41 11.3317 -0.9273 -7.8449
H70 9.1231 0.6788 -6.2200
H71 10.5259 -0.1713 -5.5126
H72 10.7801 1.2559 -6.5612